17
Properties=species:S:1:pos:R:3:forces:R:3:lowdin_charge:R:1 method="wB97M-V/def2-TZVPD" e_tot_ev=-15964.42639 lumo_energy_ev="-5.1 / -5.1" fmax_ev_per_a=4.7 e_homo_ev="-13.79 / -13.79" charge=+1
C -1.18816 -0.13333 -1.87199 0.827 0.422 3.974 0.0818
C -1.99420 -0.35473 -0.83871 -3.492 -1.212 0.335 0.1192
C -0.10427 0.12631 -0.77507 -0.880 -0.743 -1.998 -0.1886
C 1.31829 0.19744 -0.86837 2.137 1.837 0.996 0.0288
C -0.88956 -0.25568 1.53175 0.288 -1.960 4.259 -0.0382
C -4.24043 -0.98849 -0.32011 2.000 1.732 -0.868 -0.3555
N -0.92294 -0.05299 0.19771 -1.196 -0.156 -2.679 -0.0675
F -4.67415 -1.41616 -1.48249 0.486 0.066 1.747 0.2113
F -4.18419 -1.87768 0.66271 -0.302 1.582 -1.715 0.1984
F -4.76098 0.20810 -0.01407 0.751 -2.361 0.001 0.1752
H -1.13463 0.13716 -2.84299 -0.340 0.180 -2.999 0.0757
H 1.69566 0.51535 0.15153 0.121 -0.739 -1.165 0.1196
H 1.70620 0.96666 -1.60517 -0.835 -0.741 0.688 0.1363
H 1.74321 -0.75137 -1.23722 -0.248 0.087 0.415 0.1317
H -1.82174 -0.03346 2.06854 0.345 1.836 -0.323 0.1126
H 0.07949 0.14541 1.87748 -0.901 -0.063 0.690 0.1222
H -1.02937 -1.31749 1.91733 1.236 0.236 -1.358 0.1370